Computed, not measured: C4H8O2 in the gas phase, with ωB97M-V/def2-TZVPD.

```
14
Properties=species:S:1:pos:R:3
C -0.13138 -0.72580 1.69553
C 0.35226 0.19300 0.58993
O 1.42168 -0.46273 -0.06688
C -0.67604 0.50078 -0.50101
C -0.06522 0.78898 -1.79332
O -0.65478 -0.49501 -1.52736
H -0.41614 -1.68224 1.24437
H 0.70864 -0.90837 2.37260
H -0.97522 -0.32155 2.26166
H 0.71349 1.14850 0.99942
H 0.92926 -1.00466 -0.72486
H -1.67269 0.85054 -0.23434
H 1.02278 0.75952 -1.74363
H -0.55664 1.35905 -2.57211
```

Calculated values
ΔE to the lowest compared entry with this formula, charge and spin: 49.8 kcal/mol
Gap between HOMO and LUMO: 11.21 eV
LUMO level: 1.10 eV
Multiplicity: 1



Computed, not measured: C4H8O2 as an isolated structure, with ωB97M-V/def2-TZVPD.

```
14
Properties=species:S:1:pos:R:3
C 0.40584 -0.11331 -1.51686
C -0.81016 -0.31553 -0.82321
O -0.69866 -1.28583 0.81135
C -0.90257 0.10939 0.59672
C 0.40809 0.76911 1.10372
O 1.39746 -0.18462 0.87310
H 1.19131 -0.30841 -0.52867
H 0.67417 0.94679 -1.59220
H 0.55789 -0.66879 -2.44005
H -1.62534 -0.92836 -1.19471
H -1.84926 0.48222 0.98919
H 0.30489 0.99697 2.17456
H 0.59096 1.71968 0.57772
H 0.35539 -1.21932 0.96933
```

Calculated values
ΔE to the lowest compared entry with this formula, charge and spin: 102.4 kcal/mol
Gap between HOMO and LUMO: 9.13 eV
LUMO level: 0.22 eV
Multiplicity: 1



Computed, not measured: C4H8O2 as an isolated structure, with ωB97M-V/def2-TZVPD.

```
14
Properties=species:S:1:pos:R:3
C 2.17659 0.68311 -0.12534
O 0.98732 -0.01852 -0.38917
C 0.41089 -0.51703 0.79819
C -2.03018 0.23297 -0.60413
C -2.41420 -1.06097 -0.86295
O -2.79274 0.29647 0.39023
H 1.99964 1.57053 0.50316
H 2.90667 0.03961 0.38999
H 2.60058 1.00428 -1.08005
H 0.00947 0.29783 1.42322
H 1.14338 -1.08394 1.38601
H -1.27063 0.95808 -0.90614
H -0.39969 -1.19542 0.52013
H -3.32711 -1.20699 -1.44315
```

Calculated values
ΔE to the lowest compared entry with this formula, charge and spin: 137.2 kcal/mol
Gap between HOMO and LUMO: 9.44 eV
LUMO level: 0.21 eV
Multiplicity: 1



Computed, not measured: C4H8O2 in the gas phase, with ωB97M-V/def2-TZVPD.

```
14
Properties=species:S:1:pos:R:3
C -2.07990 0.00794 0.01744
C -0.71875 0.53075 0.47684
C 0.39520 -0.06379 -0.36929
O 1.66653 0.48784 0.02398
C 2.61253 -0.36657 0.43100
O 2.51710 -1.56317 0.51318
H -2.14119 -1.08153 0.12292
H -2.89551 0.44299 0.60282
H -2.26182 0.25352 -1.03602
H -0.54142 0.27466 1.52870
H -0.68169 1.62460 0.40332
H 0.43794 -1.15154 -0.27251
H 0.26246 0.19552 -1.42529
H 3.52020 0.20197 0.68341
```

Calculated values
ΔE to the lowest compared entry with this formula, charge and spin: 13.5 kcal/mol
Gap between HOMO and LUMO: 11.75 eV
LUMO level: 1.00 eV
Multiplicity: 1



Computed, not measured: C4H8O2 in the gas phase, with ωB97M-V/def2-TZVPD.

```
14
Properties=species:S:1:pos:R:3
C -2.04755 -0.47520 -0.41227
C -0.57840 -0.21352 -0.67110
O -0.15914 0.80979 0.21551
C 1.23367 0.95279 0.26230
C 1.86800 -0.17336 1.06214
O 3.00438 -0.55149 0.92637
H -2.60069 0.46790 -0.44192
H -2.18690 -0.92373 0.57580
H -2.46296 -1.15074 -1.16610
H 0.01177 -1.13088 -0.50790
H -0.40346 0.10185 -1.71238
H 1.44068 1.89603 0.78364
H 1.69906 1.00521 -0.73351
H 1.18153 -0.61464 1.81942
```

Calculated values
ΔE to the lowest compared entry with this formula, charge and spin: 36.0 kcal/mol
Gap between HOMO and LUMO: 10.76 eV
LUMO level: 1.00 eV
Multiplicity: 1



Computed, not measured: C4H8O2 as an isolated structure, with ωB97M-V/def2-TZVPD.

```
14
Properties=species:S:1:pos:R:3
C 1.54472 0.12679 -0.23183
C 0.14249 -0.17858 0.27052
O 0.19905 -0.76687 1.54141
C -0.77920 -0.86863 -0.74670
O -1.43402 0.38013 -1.03406
C -0.88706 0.96541 0.14891
H 1.47974 0.67265 -1.17840
H 2.13297 -0.78581 -0.39822
H 2.08091 0.73171 0.50679
H -0.52210 -0.34227 2.01627
H -1.44400 -1.58486 -0.24173
H -0.33612 -1.32678 -1.63708
H -1.64652 0.98447 0.95733
H -0.53086 1.99266 0.02678
```

Calculated values
ΔE to the lowest compared entry with this formula, charge and spin: 45.1 kcal/mol
Gap between HOMO and LUMO: 10.83 eV
LUMO level: 0.90 eV
Multiplicity: 1



Computed, not measured: a 2-piece molecular cluster, C4H8O2 overall, with ωB97M-V/def2-TZVPD.

```
14
Properties=species:S:1:pos:R:3
C -0.37614 1.98716 0.23473
C -0.22855 0.59166 -0.23619
C -0.89925 -0.49767 0.44914
O 0.58642 -0.24212 0.54027
C 1.23241 -1.84083 -0.49410
O 1.52746 -1.46501 -1.60773
H -1.25091 2.40647 -0.26395
H -0.52906 2.00605 1.31693
H 0.51268 2.56336 -0.01362
H -0.06887 0.41885 -1.30401
H -1.26729 -0.44571 1.45971
H 0.20994 -2.16239 -0.23629
H -1.39469 -1.26932 -0.16614
H 1.94584 -2.05051 0.32125
```

Calculated values
ΔE to the lowest compared entry with this formula, charge and spin: 84.8 kcal/mol
Gap between HOMO and LUMO: 9.97 eV
LUMO level: 0.91 eV
Multiplicity: 1



Computed, not measured: C4H8O2 in the gas phase, with ωB97M-V/def2-TZVPD.

```
14
Properties=species:S:1:pos:R:3
O 1.94242 0.41257 0.75071
C 1.41605 -0.11125 -0.45676
C 0.14134 -0.85785 -0.11084
C -0.90120 -0.01388 0.62891
C -2.21534 1.06253 0.05001
O -1.15498 1.11000 -0.69230
H 2.58064 1.09932 0.52751
H 2.12634 -0.81201 -0.92495
H 1.19099 0.68581 -1.17597
H 0.39474 -1.67171 0.58290
H -0.28616 -1.30867 -1.01233
H -1.72402 -0.69521 0.89361
H -0.47950 0.52165 1.47598
H -3.05596 0.58400 -0.54785
```

Calculated values
ΔE to the lowest compared entry with this formula, charge and spin: 140.8 kcal/mol
Gap between HOMO and LUMO: 8.35 eV
LUMO level: 0.70 eV
Multiplicity: 1



Computed, not measured: a 2-piece molecular cluster, C4H8O2 overall, with ωB97M-V/def2-TZVPD.

```
14
Properties=species:S:1:pos:R:3
C -1.28672 -1.18295 0.07261
C -0.14750 -0.84306 0.98952
C 1.14071 -0.88475 0.66003
O 1.29727 1.68861 -1.26270
C 0.22079 1.89521 -0.49292
O -0.91508 1.86804 -0.88980
H -1.98929 -0.34528 -0.02099
H -1.83858 -2.04460 0.46761
H -0.92931 -1.43224 -0.93254
H -0.42584 -0.53101 1.99838
H 1.92269 -0.61840 1.36810
H 1.46296 -1.16854 -0.34183
H 0.96437 1.51458 -2.16020
H 0.52352 2.08440 0.54472
```

Calculated values
ΔE to the lowest compared entry with this formula, charge and spin: 27.8 kcal/mol
Gap between HOMO and LUMO: 10.57 eV
LUMO level: 0.86 eV
Multiplicity: 1